{"formula": "C8H15NO", "method": "ωB97M-V/def2-TZVPD", "smiles": "[H]/N=C(\\C=C)OC.C=C(C)C", "symbols": ["C", "C", "C", "C", "C", "O", "H", "H", "H", "H", "H", "H", "H", "H", "H", "H", "H", "H", "C", "C", "C", "N", "H", "H", "H"], "coordinates": [[1.3590, -0.5856, 0.7465], [-0.5827, 2.4487, -0.6862], [1.5635, -1.3446, -0.5194], [2.1560, 0.6627, 0.9178], [0.4835, -1.0085, 1.7156], [-0.8619, 1.0933, -0.9883], [0.1552, 2.7896, -1.4168], [-1.4876, 3.0605, -0.7691], [-0.2041, 2.5319, 0.3414], [-1.0950, -0.1542, 1.7912], [2.4708, -1.0464, -1.0542], [1.6087, -2.4218, -0.3151], [0.7364, -1.1753, -1.2297], [2.0705, 1.3039, 0.0394], [1.8499, 1.2253, 1.7963], [3.2093, 0.3996, 1.0240], [0.0668, -2.0048, 1.6335], [0.6235, -0.6352, 2.7195], [-2.1400, -0.8552, -0.5480], [-2.1507, -1.2055, -1.8293], [-1.6187, 0.4256, -0.0301], [-1.5501, 0.7780, 1.1727], [-2.4451, -1.5479, 0.2150], [-1.7966, -0.5325, -2.5838], [-2.4206, -2.2014, -2.1430]], "forces_ev_per_angstrom": [[-1.3463, -0.2940, 1.4462], [0.2858, 0.3349, 0.2937], [-0.3090, -0.3838, -0.7173], [0.0381, 0.0470, 0.0954], [2.6467, -0.6310, -0.9728], [-1.8003, 0.2247, -0.3030], [-0.1054, -0.0913, 0.1311], [0.1067, -0.0862, -0.0138], [-0.0321, 0.0497, -0.2988], [-2.6796, 2.7628, -1.7822], [-0.0134, -0.0241, 0.2515], [-0.0027, 0.2180, -0.1390], [0.2095, -0.0335, 0.3194], [-0.0107, 0.0139, -0.0382], [-0.0341, 0.0256, 0.0352], [0.1333, 0.0364, -0.0397], [-0.2482, -0.0053, -0.0763], [-0.4285, 0.4424, 0.1096], [0.4792, -0.1259, -0.4008], [0.1929, -0.1017, 0.3451], [1.6745, -0.5840, -0.4925], [1.6875, -1.8905, 2.2591], [-0.2233, -0.1252, 0.2505], [0.0733, 0.2861, -0.2753], [-0.2942, -0.0652, 0.0129]]}

=====

{"formula": "C7H12N2O", "method": "ωB97M-V/def2-TZVPD", "smiles": "[H]/N=C(\\O)[C@]1(N)C[C@H]2C[C@H]2C1", "symbols": ["N", "C", "C", "C", "C", "C", "C", "C", "N", "H", "H", "H", "H", "H", "H", "H", "H", "H", "H", "O", "H", "H"], "coordinates": [[0.9067, 1.5349, -1.1805], [0.1794, 0.6388, -0.2986], [-0.3305, -0.6111, -1.0692], [-0.4223, -1.7170, -0.0265], [0.8321, -2.4866, 0.2864], [0.4426, -1.3158, 1.1456], [1.0651, 0.0364, 0.8175], [-1.0393, 1.3034, 0.3264], [-1.5749, 1.2321, 1.4566], [0.4124, 1.7595, -2.0387], [1.2134, 2.3913, -0.7310], [-1.2913, -0.4278, -1.5685], [0.4076, -0.8456, -1.8519], [-1.3846, -2.2038, 0.1352], [0.7155, -3.4846, 0.7122], [1.6860, -2.3718, -0.3864], [0.1054, -1.5039, 2.1653], [2.0805, -0.0689, 0.4086], [1.1177, 0.6917, 1.6946], [-1.7140, 2.5188, -0.3301], [-1.1068, 2.7989, -1.0253], [-2.3009, 2.1313, 1.3584]], "forces_ev_per_angstrom": [[0.1552, 0.1139, -0.0581], [-0.6745, -0.2567, -0.3208], [0.1423, -0.0472, -0.3005], [-0.2620, -0.0774, 0.0584], [0.1569, -0.1205, -0.0709], [-0.1427, -0.0184, 0.2333], [0.1292, 0.1605, 0.0478], [-1.9629, 3.7719, 0.4437], [-1.5973, 1.3733, 0.1354], [0.0676, -0.1281, 0.1596], [-0.0560, -0.1263, -0.0016], [0.2026, 0.0026, 0.1478], [-0.1526, 0.0376, 0.1803], [0.3008, 0.1675, -0.0287], [0.0442, 0.3031, -0.1393], [-0.2393, -0.0243, 0.1907], [0.1018, 0.0912, -0.3350], [-0.2413, 0.0172, 0.0701], [-0.0633, -0.1460, -0.1885], [2.3573, -2.2708, -1.0701], [-0.2300, 0.3499, -0.2627], [1.9639, -3.1728, 1.1091]]}

=====

Sequential max |F| output: 4.24; 4.28 eV/A
Sequential relative energy (zero: lowest compared OMol25 entry of this formula, charge and spin) output: 98.4; 49.7 kcal per mole